ORCA calculation (the ωB97M-V functional and the def2-TZVPD basis) on C24H30N6OS as an isolated structure.

Properties
E_LUMO (Eh): 0.014
Orbital gap (eV): 8.322
2S+1: 1

Each line ends with the natural charge from an NBO analysis.
Cartesian coordinates (Å):
H  0.4388  -7.1892  -2.2587  0.231
C  -0.5954  -0.4353  -2.5383  0.276
H  -0.1927  2.6712  -3.0991  0.195
H  2.0214  4.1794  2.5775  0.178
H  0.2558  5.3477  2.9657  0.228
C  -0.0207  -6.2418  -2.4019  -0.299
C  -0.1150  2.2000  -0.9837  -0.395
H  -3.2262  0.3722  -2.6216  0.151
H  -1.1406  2.1662  5.0334  0.182
C  2.5726  -0.8634  2.9521  -0.270
H  -2.3932  2.1357  -3.0724  0.175
H  -2.8819  -4.3622  -2.8061  0.222
C  2.9200  1.6840  2.9589  -0.222
N  1.6340  2.3124  3.0737  -0.459
H  -2.1888  0.7939  -0.2339  0.194
H  0.1890  4.4756  4.6525  0.242
C  -1.9200  -4.8668  -2.6806  -0.090
H  3.4153  1.3902  4.0786  0.147
H  3.3648  2.3682  2.3477  0.214
N  0.4931  -2.2848  -2.4836  -0.278
H  0.7196  0.6794  3.8499  0.208
C  2.3236  -0.9679  0.3945  -0.207
H  0.1385  2.5224  1.4165  0.406
H  2.2756  -1.0071  -0.6906  0.225
C  2.6117  0.3422  0.9263  -0.170
H  2.1481  -3.0887  0.6353  0.203
C  -1.5865  -6.2617  -2.6906  -0.206
H  1.4847  -4.7516  -2.4052  0.241
C  0.2991  -4.9632  -2.4740  0.005
C  2.4639  -2.0746  2.4039  -0.174
C  0.1570  4.3911  3.5888  -0.456
C  2.4790  -2.2315  0.9459  -0.201
H  -1.8259  3.7886  3.2118  0.262
H  1.0425  1.8456  5.1950  0.176
N  0.6226  -0.8891  -2.3099  -0.366
C  1.4379  3.7731  3.4438  -0.219
S  -1.7822  -1.7241  -2.6555  0.285
C  -0.8619  3.4938  2.8959  -0.043
H  0.8141  3.1171  -0.8109  0.195
C  -0.8136  2.0725  3.8618  -0.320
C  -1.4248  2.9570  -0.7256  -0.410
C  -2.4620  1.8674  -1.0083  -0.327
H  1.0443  1.4441  -2.5477  0.185
N  -0.6303  2.8999  1.6244  -0.615
H  2.8569  -3.0327  2.8676  0.210
H  2.1912  3.8765  4.2348  0.183
N  -0.6593  -4.0718  -2.4760  -0.397
H  -3.4053  2.2397  -0.9589  0.208
O  -2.7133  3.8932  1.0446  -0.646
H  -1.6086  3.6672  -1.2887  0.220
N  -1.1083  0.7778  -2.5274  -0.467
C  0.1963  1.7135  -2.5504  -0.142
H  2.8859  -0.9715  4.0560  0.200
H  -1.1864  1.3665  3.4415  0.147
H  0.1232  1.2621  -0.1748  0.253
C  -2.1394  1.4002  -2.5649  -0.068
C  2.6072  0.3268  2.4319  0.019
C  0.7686  1.7082  4.1144  -0.267
H  2.5199  1.1909  0.6174  0.165
H  -2.1165  -7.0058  -2.6153  0.175
C  -1.6448  3.2411  0.6678  0.712
C  -0.5694  -2.8188  -2.2796  0.196

***

ORCA calculation (the ωB97M-V functional and the def2-TZVPD basis) on a 3-piece molecular cluster, C4H15N2O2 overall.

Properties
E_LUMO (Eh): -0.123
Orbital gap (eV): 8.743
2S+1: 1
Net charge: +1

Each line ends with the natural charge from an NBO analysis.
Cartesian coordinates (Å):
H  2.7406  -1.2967  1.3247  0.487
C  0.0347  2.1232  1.4621  -0.602
N  -1.6361  -0.1412  -2.3790  -0.667
N  0.8041  0.0206  -0.7021  -0.802
O  3.1486  -0.5874  0.8171  -0.955
C  -1.5265  0.3306  -0.9829  -0.302
C  -0.5036  0.6855  1.2428  -0.452
H  -0.0708  2.7650  0.5873  0.218
H  -0.2920  -2.8747  0.5693  0.491
H  0.1442  0.0322  1.8284  0.233
H  1.0817  2.0749  1.7506  0.221
H  -0.5214  2.5630  2.2900  0.227
H  -1.2794  -1.8908  1.2549  0.488
H  3.9143  -0.9167  0.3350  0.496
H  -2.4909  0.5531  -0.5481  0.217
O  -0.5617  -1.9489  0.6105  -0.958
H  -1.7474  0.6450  -3.0189  0.445
H  -0.8638  -0.7842  -2.5465  0.431
H  -2.4589  -0.7359  -2.5082  0.439
C  -0.4292  0.2566  -0.1898  0.326
H  0.8307  -0.4039  -1.6085  0.353
H  1.6524  -0.0439  -0.1461  0.444
H  -1.5211  0.6146  1.6346  0.223

***

ORCA calculation (the ωB97M-V functional and the def2-TZVPD basis) on one molecule with the formula C17H22N4O3S2.

Properties
E_LUMO (Eh): 0.013
Structure (SMILES): CCc1nnc(NC(=O)C2CCN(S(=O)(=O)Cc3ccccc3)CC2)s1
Orbital gap (eV): 9.613
2S+1: 1

Each line ends with the natural charge from an NBO analysis.
Cartesian coordinates (Å):
H  -2.4122  -3.7429  -0.3654  0.227
C  -1.4988  1.0846  -1.8183  -0.216
O  -3.3189  2.3403  1.2765  -0.949
C  -0.0525  -0.1138  0.3918  -0.410
H  7.6465  2.5074  1.4442  0.211
H  -1.2484  1.3310  1.4925  0.247
H  -3.6937  -1.8830  -1.3414  0.213
H  1.1527  0.4651  -1.3116  0.217
C  -3.7940  -0.7709  0.4854  0.048
C  -2.7459  -1.8118  2.3854  -0.197
C  -0.7580  -0.2361  -2.0137  -0.393
H  -0.7127  -0.9389  0.6601  0.236
H  -0.4118  -0.3192  -3.0447  0.220
H  0.7909  -0.1029  1.0837  0.219
C  -4.4983  0.3935  -0.1081  -0.682
H  5.1721  2.3609  1.6710  0.223
H  -2.3977  1.1332  -2.4319  0.230
S  3.2277  0.7804  -0.0813  0.287
H  -1.4244  -1.0723  -1.8047  0.232
O  -3.8000  2.7334  -1.1148  -0.942
C  7.1273  1.6004  1.1462  -0.594
C  1.0768  -1.6812  -1.1436  0.710
H  -0.1339  2.0444  0.3030  0.180
H  -5.3666  0.7047  0.4671  0.256
H  -3.7366  0.0888  2.4396  0.233
N  2.3952  -1.8106  -0.7593  -0.626
S  -3.3786  1.8462  -0.0678  2.331
N  5.4068  -0.4801  0.3316  -0.252
H  2.7361  -2.7674  -0.8225  0.433
N  4.5528  -1.4079  -0.0682  -0.310
C  -2.3699  -2.8887  1.5971  -0.221
C  4.9344  0.7043  0.3944  0.079
N  -1.9020  1.2062  -0.4422  -0.718
H  -0.8470  1.9250  -2.1005  0.185
H  -2.4843  -1.7930  3.4330  0.217
C  3.3708  -0.9568  -0.3346  0.229
C  5.6765  1.9183  0.8065  -0.453
H  7.1744  0.8808  1.9581  0.220
H  7.6296  1.1702  0.2848  0.219
H  -4.7683  0.2454  -1.1490  0.244
C  0.4328  -0.3166  -1.0539  -0.333
H  5.6280  2.6510  -0.0047  0.223
O  0.4880  -2.6753  -1.4972  -0.585
C  -3.4186  -1.8573  -0.2964  -0.243
C  -0.8166  1.2040  0.5008  -0.215
C  -2.7098  -2.9115  0.2551  -0.200
C  -3.4538  -0.7587  1.8343  -0.248
H  -1.8133  -3.7077  2.0273  0.219

***

ORCA calculation (the ωB97M-V functional and the def2-TZVPD basis) on C28H28ClN5O2RuS4 as an isolated structure.

Properties
E_LUMO (spin up / spin down) (Eh): -0.140 / -0.191
Orbital gap (spin up / spin down) (eV): 5.818 / 6.029
2S+1: 6
Net charge: +1

Each line ends with the natural charge from an NBO analysis.
Cartesian coordinates (Å):
N  -0.4902  0.8658  1.9943  -0.455
H  1.0341  0.0491  -4.8413  0.235
C  4.2234  -5.4711  -5.2129  -0.197
H  7.8560  -0.2549  0.9175  0.220
H  9.5403  -1.9149  1.6441  0.224
C  -2.5451  1.7834  2.7836  -0.197
C  -0.6632  -3.0106  3.3958  -0.495
C  8.0768  -3.3468  2.2776  -0.198
H  4.7481  -3.8417  -0.8539  0.223
H  -0.1199  -2.1815  3.8511  0.225
C  -1.9704  1.9637  4.0390  -0.115
H  5.7299  -4.2815  -6.1648  0.225
C  4.3038  -3.0129  2.1153  -0.252
Ru  0.1238  -0.3826  0.4233  0.910
H  -2.5528  2.3877  4.8460  0.244
C  2.6553  -2.3690  0.3654  0.087
H  3.7769  -2.2489  2.6777  0.240
C  -0.3410  -3.0032  1.9227  0.779
Cl  -0.1867  -4.4924  4.2395  -0.027
H  4.1579  -3.9615  2.6368  0.218
C  0.0570  1.0409  3.1947  0.097
C  5.7708  -2.6999  1.9955  0.024
H  8.8101  -4.0742  2.5999  0.224
O  0.3275  -3.8534  1.3813  -0.629
H  -0.1729  1.7439  5.2016  0.249
C  4.9025  -4.2905  -5.4679  -0.198
H  1.0797  0.7077  3.3103  0.231
C  -1.7727  1.2460  1.7825  0.156
C  0.4061  0.8871  -5.1318  -0.754
N  2.0995  -3.9415  -1.3482  -0.286
C  -0.7212  0.8151  -2.5853  -0.112
C  2.7738  -4.3132  -3.6738  -0.086
C  1.9457  -2.7298  -0.7977  0.021
C  4.5190  -3.1168  -4.8270  -0.216
H  3.1614  -2.2091  -3.4384  0.203
H  5.0456  -2.1928  -5.0279  0.222
C  8.4856  -2.1361  1.7416  -0.203
H  2.2911  -5.3651  0.1620  0.245
S  -1.1689  0.8547  -4.2627  0.382
C  -0.6533  1.6046  4.2439  -0.231
H  0.9295  1.8274  -4.9802  0.236
H  3.2098  -5.6974  -1.3318  0.235
C  6.7200  -3.6273  2.4008  -0.237
H  5.4495  -0.7543  1.1406  0.216
H  6.4003  -4.5724  2.8263  0.213
C  6.1881  -1.4839  1.4589  -0.241
H  0.8419  -3.6418  -2.9862  0.240
H  -3.5716  2.0595  2.5862  0.246
H  -1.7272  -2.8441  3.5424  0.241
C  7.5384  -1.2029  1.3319  -0.186
H  1.2025  -5.3204  -2.6058  0.225
C  1.6347  -4.3224  -2.6849  -0.229
C  3.4596  -3.1285  -3.9344  -0.161
N  -1.7628  0.7592  -1.7995  -0.340
H  4.7066  -4.9141  0.5492  0.236
N  3.6619  -3.1325  0.7990  -0.339
S  2.2265  -0.9353  1.2753  -0.097
N  -1.4136  0.6872  -0.4751  -0.263
H  0.1354  0.7879  -6.1818  0.247
C  -2.2446  1.1304  0.3869  0.117
H  4.5171  -6.3858  -5.7106  0.226
C  4.1131  -4.2292  -0.0531  -0.231
S  0.6290  -1.7262  -1.4333  0.142
C  2.9054  -4.9256  -0.6274  -0.240
H  2.6308  -6.4059  -4.1168  0.216
S  0.9513  0.9071  -2.0688  0.035
O  -0.8992  -1.9810  1.3060  -0.768
H  -3.2249  1.4863  0.0850  0.231
C  3.1634  -5.4818  -4.3132  -0.202

***

Number 4 is which compound?
C28H28ClN5O2RuS4

***

What is the formula in the fourth record?
C28H28ClN5O2RuS4

***

Which of these has the highest 2S+1?
C28H28ClN5O2RuS4